No. 1
C18H59BFN24O14 as an isolated structure at a distorted geometry. Source: the OMol25 dataset; level of theory: wB97M-V/def2-TZVPD.

Structure (ORCA input):
```
! RIJCOSX wB97M-V def2-TZVPD def2/J DEFGRID3
* xyz -1 1
C 1.433 -5.754 5.173
C 1.566 -5.456 3.889
C 1.900 -4.079 3.400
C 0.605 -3.265 3.202
O 0.059 -3.583 1.969
B 0.245 -2.456 1.036
O 0.513 -1.328 1.973
C 0.803 -1.722 3.262
C -0.197 -0.996 4.138
F 2.107 -1.306 3.530
H 1.108 -6.731 5.479
H 1.658 -5.011 5.916
H 1.400 -6.190 3.121
H 2.393 -4.196 2.445
H 2.593 -3.620 4.097
H -0.063 -3.576 3.998
H -0.750 -2.096 0.374
H 1.134 -2.640 0.181
H -0.538 -1.564 4.987
H 0.259 -0.081 4.485
H -1.027 -0.706 3.522
C -0.933 2.555 6.271
O -0.947 1.370 6.009
N 0.213 3.305 6.254
N -2.074 3.254 6.593
H 0.245 4.292 6.453
H 1.062 2.827 6.022
H -2.933 2.741 6.603
H -2.081 4.234 6.801
C 2.499 -0.551 -1.760
O 1.584 -1.227 -2.191
N 2.688 -0.429 -0.412
N 3.388 0.121 -2.567
H 3.424 0.111 -0.002
H 2.039 -0.924 0.190
H 3.276 0.048 -3.566
H 4.139 0.670 -2.200
C -1.243 -3.535 -3.125
O -2.176 -4.221 -3.553
N -0.950 -3.372 -1.822
N -0.404 -2.852 -3.973
H -0.173 -2.797 -1.527
H -1.503 -3.812 -1.113
H -0.575 -2.933 -4.954
H 0.359 -2.282 -3.641
C -3.815 -2.191 4.716
O -2.763 -2.791 4.790
N -4.619 -1.908 5.800
N -4.243 -1.739 3.504
H -5.482 -1.406 5.727
H -4.306 -2.226 6.696
H -3.647 -1.987 2.736
H -5.056 -1.185 3.292
C -5.377 1.189 1.695
O -5.745 0.057 1.972
N -6.099 1.991 0.845
N -4.229 1.726 2.183
H -5.819 2.917 0.590
H -6.943 1.611 0.463
H -3.667 1.179 2.815
H -3.900 2.634 1.921
C -2.503 -8.569 -4.870
O -2.216 -9.743 -5.080
N -3.673 -8.013 -5.296
N -1.674 -7.718 -4.196
H -3.917 -7.055 -5.137
H -4.309 -8.591 -5.804
H -0.805 -8.084 -3.863
H -1.894 -6.749 -4.016
C -0.665 0.719 1.117
O -1.265 1.342 1.985
N -0.642 -0.635 1.071
N 0.057 1.358 0.131
H -0.134 -1.165 0.388
H -1.114 -1.136 1.802
H 0.068 2.358 0.147
H 0.565 0.870 -0.580
C -5.882 -6.908 -8.371
O -5.497 -7.268 -7.276
N -5.538 -7.571 -9.520
N -6.685 -5.811 -8.542
H -5.839 -7.293 -10.433
H -4.945 -8.374 -9.423
H -6.947 -5.305 -7.718
H -7.010 -5.495 -9.434
C 1.169 6.381 4.558
O 1.090 6.105 5.745
N 1.439 7.645 4.108
N 0.988 5.431 3.591
H 1.502 7.872 3.135
H 1.582 8.369 4.794
H 0.775 4.496 3.896
H 1.043 5.621 2.610
C 3.248 0.822 -6.648
O 2.867 0.323 -5.602
N 3.511 2.155 -6.777
N 3.442 0.074 -7.779
H 3.833 2.594 -7.621
H 3.373 2.724 -5.966
H 3.256 -0.908 -7.715
H 3.753 0.460 -8.649
C 3.832 10.174 6.421
O 2.806 9.522 6.378
N 4.396 10.564 7.606
N 4.506 10.566 5.293
H 5.241 11.097 7.669
H 3.927 10.287 8.446
H 4.123 10.289 4.411
H 5.354 11.099 5.311
C 5.982 5.090 -7.567
O 5.064 4.428 -8.020
N 6.183 5.241 -6.223
N 6.884 5.731 -8.373
H 6.931 5.779 -5.832
H 5.542 4.779 -5.608
H 6.761 5.637 -9.362
H 7.646 6.279 -8.025
*
```

E_HOMO, eV: -2.455


No. 2
C38H66O20PbPdS8 as an isolated structure at a distorted geometry. Source: the OMol25 dataset; level of theory: wB97M-V/def2-TZVPD.

Structure (ORCA input):
```
! RIJCOSX wB97M-V def2-TZVPD def2/J DEFGRID3
* xyz 2 3
Pd 24.291 -4.790 23.510
Pb 19.077 -11.149 21.393
C 22.899 -8.897 22.447
C 21.623 -9.597 22.507
C 20.441 -8.886 23.281
O 19.312 -9.369 23.048
C 20.709 -7.635 23.980
C 21.941 -7.082 23.965
C 23.043 -7.723 23.112
O 24.122 -7.097 22.823
O 22.068 -5.972 24.549
O 21.386 -10.671 21.908
H 23.626 -9.262 21.736
H 19.921 -7.179 24.560
C 26.340 -9.009 17.341
C 25.126 -8.303 17.949
C 25.528 -7.977 19.437
S 27.294 -7.685 19.497
O 28.021 -8.487 20.454
O 27.455 -6.254 19.487
C 27.581 -8.307 17.788
H 26.119 -9.082 16.276
H 26.411 -10.045 17.671
H 24.334 -9.046 17.860
H 24.810 -7.415 17.401
H 25.462 -8.865 20.066
H 24.902 -7.263 19.972
H 28.584 -8.733 17.814
H 27.794 -7.416 17.197
C 23.385 -13.203 20.852
C 23.018 -13.584 22.317
C 24.038 -14.664 22.688
S 25.654 -14.332 21.762
O 26.141 -15.489 20.967
O 26.668 -13.703 22.623
C 24.850 -12.934 20.735
H 22.699 -12.460 20.445
H 23.119 -14.032 20.196
H 22.035 -14.038 22.439
H 23.310 -12.775 22.987
H 23.707 -15.574 22.188
H 24.201 -14.910 23.737
H 25.216 -12.718 19.732
H 24.995 -11.935 21.145
C 22.675 -6.036 28.111
C 23.076 -4.648 28.484
C 23.807 -4.060 27.304
S 24.996 -5.413 26.872
O 26.220 -5.217 27.606
O 24.979 -5.613 25.421
C 23.927 -6.776 27.704
H 21.889 -6.043 27.355
H 22.272 -6.654 28.914
H 23.744 -4.716 29.343
H 22.189 -4.119 28.831
H 24.414 -3.182 27.523
H 23.195 -4.003 26.404
H 24.456 -7.359 28.458
H 23.780 -7.470 26.877
C 22.018 -12.874 26.380
C 21.589 -14.262 25.818
C 20.226 -14.077 25.170
S 19.698 -12.359 25.153
O 18.744 -12.023 26.261
O 19.350 -12.041 23.778
C 21.424 -11.677 25.541
H 23.102 -12.857 26.274
H 21.754 -12.901 27.437
H 21.473 -15.095 26.512
H 22.231 -14.658 25.032
H 19.483 -14.814 25.472
H 20.339 -14.284 24.106
H 21.243 -10.748 26.083
H 22.028 -11.606 24.636
C 21.178 -6.656 18.444
C 21.387 -6.496 19.942
C 19.960 -6.356 20.542
S 18.943 -7.652 19.569
O 17.674 -7.099 19.015
O 18.860 -8.891 20.335
C 20.291 -7.858 18.283
H 22.179 -6.743 18.021
H 20.795 -5.731 18.011
H 22.019 -5.663 20.249
H 21.859 -7.394 20.341
H 19.639 -5.407 20.111
H 19.858 -6.615 21.596
H 19.798 -7.968 17.318
H 20.833 -8.776 18.511
C 18.475 -9.211 28.404
C 19.363 -8.473 27.404
C 19.432 -7.043 27.787
S 17.767 -6.607 28.415
O 16.972 -5.897 27.389
O 17.841 -6.051 29.764
C 17.192 -8.399 28.439
H 18.956 -9.388 29.366
H 18.225 -10.226 28.097
H 19.005 -8.698 26.399
H 20.330 -8.976 27.404
H 19.729 -6.244 27.108
H 20.121 -6.932 28.625
H 16.777 -8.587 27.449
H 16.603 -8.547 29.344
C 15.931 -6.860 22.038
C 17.008 -6.258 22.991
C 16.267 -5.054 23.636
S 15.235 -4.401 22.262
O 16.027 -3.411 21.535
O 13.901 -3.978 22.734
C 15.231 -5.879 21.189
H 15.257 -7.250 22.801
H 16.293 -7.682 21.420
H 17.887 -5.869 22.478
H 17.415 -7.104 23.544
H 16.787 -4.295 24.220
H 15.507 -5.496 24.280
H 15.783 -5.560 20.304
H 14.240 -6.299 21.020
C 19.417 -3.065 25.046
C 20.012 -1.641 25.291
C 21.317 -1.529 24.438
S 21.172 -2.703 22.960
O 22.300 -3.681 23.013
O 20.900 -1.961 21.738
C 19.621 -3.531 23.574
H 18.417 -3.289 25.417
H 20.117 -3.706 25.582
H 20.272 -1.466 26.335
H 19.327 -0.871 24.934
H 22.109 -1.945 25.060
H 21.487 -0.529 24.037
H 19.688 -4.619 23.534
H 18.788 -3.217 22.946
*
```

E_HOMO (spin up / spin down), eV: -13.936 / -13.936
<S²>: 2.08


No. 3
C7H16AlO3 as an isolated structure at a distorted geometry. Source: the OMol25 dataset; level of theory: wB97M-V/def2-TZVPD.

Structure (ORCA input):
```
! RIJCOSX wB97M-V def2-TZVPD def2/J DEFGRID3
* xyz -1 1
C 4.679 -0.503 0.349
C 3.523 0.186 -0.453
C 2.666 1.019 0.569
O 1.634 1.761 -0.075
Al 0.280 0.550 -0.391
O -0.435 0.043 1.267
C -1.825 0.361 1.185
C -2.197 0.274 -0.338
C -3.690 0.178 -0.764
C -4.140 -1.314 -0.506
O -1.358 1.191 -1.024
H 4.252 -1.265 1.038
H 5.179 0.247 0.997
H 5.388 -1.017 -0.329
H 2.862 -0.593 -0.883
H 3.897 0.811 -1.286
H 3.304 1.683 1.191
H 2.200 0.286 1.279
H 0.590 -0.774 -1.211
H -1.850 1.443 1.475
H -2.501 -0.185 1.878
H -1.775 -0.736 -0.617
H -4.338 0.887 -0.201
H -3.790 0.413 -1.846
H -3.516 -1.933 -1.180
H -5.224 -1.460 -0.654
H -3.814 -1.553 0.528
*
```

E_HOMO, eV: -4.788


No. 4
A 2-piece molecular cluster, C5H10O overall at a distorted geometry. Source: the OMol25 dataset; level of theory: wB97M-V/def2-TZVPD.

Structure (ORCA input):
```
! RIJCOSX wB97M-V def2-TZVPD def2/J DEFGRID3
* xyz 0 1
C 1.878 1.582 -0.516
C 1.503 0.447 0.056
C 0.518 -0.493 -0.504
C -0.166 -1.316 0.282
C -1.254 -2.266 -0.094
H 2.566 2.239 0.005
H 1.592 1.854 -1.523
H 1.712 0.231 1.092
H 0.429 -0.575 -1.586
H 0.025 -1.212 1.354
H -2.190 -1.883 0.319
H -1.119 -3.238 0.384
H -1.332 -2.404 -1.162
H -1.481 3.103 0.396
H -1.584 1.721 1.090
O -1.098 2.209 0.407
*
```

E_HOMO, eV: -8.365
Structure (SMILES): C=C/C=C/C.O


No. 5
C24H33BN9O2SSiZn as an isolated structure at a distorted geometry. Source: the OMol25 dataset; level of theory: wB97M-V/def2-TZVPD.

Structure (ORCA input):
```
! RIJCOSX wB97M-V def2-TZVPD def2/J DEFGRID3
* xyz 0 2
Zn 0.377 -0.018 -1.196
C 3.560 0.095 -0.653
C 2.819 0.130 0.603
C 3.315 0.432 1.895
C 2.273 0.280 2.764
N 1.162 -0.144 2.023
N 1.481 -0.126 0.672
B -0.257 -0.158 2.559
N -1.114 -1.168 1.808
C -2.173 -1.876 2.273
C -2.604 -2.816 1.335
C -1.718 -2.624 0.265
C -1.667 -3.323 -1.064
N -0.811 -1.626 0.549
N -0.779 1.286 2.423
C -2.115 1.584 2.638
C -2.311 2.920 2.285
C -1.021 3.343 1.807
C -0.635 4.657 1.172
N -0.175 2.321 1.771
N -0.171 -0.585 4.103
C 0.406 -1.716 4.612
C -0.178 -1.999 5.839
C -1.193 -0.966 5.990
C -2.144 -0.619 7.105
N -1.175 -0.155 4.924
H 4.598 0.552 -0.526
H 3.644 -0.933 -1.023
H 3.112 0.655 -1.519
H 4.364 0.739 2.084
H 2.214 0.501 3.822
H -2.632 -1.737 3.242
H -3.257 -3.630 1.520
H -2.645 -3.525 -1.503
H -1.048 -2.675 -1.717
H -1.172 -4.280 -0.927
H -2.778 0.945 3.157
H -3.213 3.528 2.217
H -1.387 5.439 1.428
H 0.368 4.959 1.460
H -0.537 4.448 0.045
H 1.261 -2.172 4.118
H 0.003 -2.820 6.554
H -1.576 -0.312 7.953
H -2.865 0.158 6.743
H -2.775 -1.435 7.274
O 1.479 1.355 -2.546
N 0.679 2.261 -3.098
C 1.204 2.909 -4.154
C 0.630 3.978 -4.700
C -0.607 4.367 -4.187
C -1.262 3.587 -3.242
C -0.618 2.515 -2.609
S -1.369 1.522 -1.376
H 2.229 2.607 -4.442
H 1.141 4.562 -5.422
H -1.128 5.242 -4.550
H -2.298 3.737 -2.885
C 0.326 -4.025 -3.983
Si 0.820 -2.191 -3.769
C -0.169 -1.133 -5.054
C 2.685 -2.250 -4.159
O 0.510 -1.642 -2.218
H 0.940 -4.570 -3.267
H 0.549 -4.442 -4.991
H -0.745 -4.148 -3.802
H -1.040 -0.706 -4.527
H -0.457 -1.834 -5.843
H 0.462 -0.337 -5.527
H 3.166 -1.287 -4.121
H 2.945 -2.721 -5.079
H 3.095 -2.887 -3.353
*
```

E_HOMO (spin up / spin down), eV: -8.148 / -8.088
<S²>: 0.80


No. 6
One molecule with the formula C6H11N at a distorted geometry. Source: the OMol25 dataset; level of theory: wB97M-V/def2-TZVPD.

Structure (ORCA input):
```
! RIJCOSX wB97M-V def2-TZVPD def2/J DEFGRID3
* xyz 0 1
C 0.880 1.282 -0.702
C 0.590 0.217 0.495
C -0.709 0.588 1.108
C -1.665 -0.156 -0.147
C 0.157 -1.182 0.102
C 1.667 -1.064 0.289
H 1.642 0.864 -1.403
H -0.071 1.588 -1.182
H 1.298 2.208 -0.030
H -1.012 0.066 1.995
H -1.100 1.556 1.116
H -2.660 -0.575 0.143
H -1.813 0.735 -0.864
H -0.557 -0.974 -1.825
H -0.186 -1.578 1.111
H 2.422 -0.772 -0.484
H 1.968 -1.642 1.076
N -0.850 -1.161 -0.800
*
```

E_HOMO, eV: -7.756
Structure (SMILES): C[C@@]12CCN[C@H]1C2


No. 7
A 2-piece molecular cluster, C5H14 overall at a distorted geometry. Source: the OMol25 dataset; level of theory: wB97M-V/def2-TZVPD.

Structure (ORCA input):
```
! RIJCOSX wB97M-V def2-TZVPD def2/J DEFGRID3
* xyz 0 1
C -0.591 -0.596 1.302
C 0.772 -1.283 1.233
C -0.908 -0.034 2.692
H -0.614 0.266 0.635
H -1.359 -1.331 1.053
H 1.482 -0.564 0.838
H -1.099 -0.856 3.391
H -0.032 0.481 3.094
H 0.763 -2.202 0.655
H 1.235 -1.546 2.192
H -1.772 0.633 2.699
C 0.795 0.425 -2.161
C -0.252 1.353 -2.770
H 1.264 -0.162 -2.953
H 1.519 0.834 -1.472
H 0.269 -0.338 -1.595
H 0.261 2.231 -3.173
H -0.784 0.947 -3.634
H -0.947 1.743 -2.028
*
```

E_HOMO, eV: -11.354
Structure (SMILES): CCC.CC


No. 8
An isolated ion of composition C4H8NO2 and charge -1 at a distorted geometry. Source: the OMol25 dataset; level of theory: wB97M-V/def2-TZVPD.

Structure (ORCA input):
```
! RIJCOSX wB97M-V def2-TZVPD def2/J DEFGRID3
* xyz -1 1
O 1.873 -0.732 0.278
C 1.231 0.174 -0.303
O 1.639 1.271 -0.733
C -0.311 -0.050 -0.348
C -0.901 0.085 1.060
C -2.298 0.676 1.054
N -0.623 -1.366 -0.892
H -0.718 0.734 -0.999
H -0.237 0.670 1.706
H -0.900 -0.901 1.488
H -2.267 1.696 0.656
H -2.997 0.115 0.401
H -2.774 0.759 2.024
H 0.118 -1.975 -0.578
H -0.750 -1.333 -1.888
*
```

E_HOMO, eV: -3.648
Structure (SMILES): CC[C@H](N)C(=O)[O-]


No. 9
A 2-piece molecular cluster, C5H14 overall at a distorted geometry. Source: the OMol25 dataset; level of theory: wB97M-V/def2-TZVPD.

Structure (ORCA input):
```
! RIJCOSX wB97M-V def2-TZVPD def2/J DEFGRID3
* xyz 0 1
C -0.708 -0.338 3.036
C -1.752 -0.180 1.923
H -0.507 -1.394 3.281
H 0.283 -0.055 2.678
H -1.068 0.083 3.968
H -1.375 -0.611 1.004
H -2.731 -0.445 2.321
H -1.931 0.891 1.764
C 0.554 0.120 -1.245
C 0.178 -0.636 -2.461
C 1.793 1.020 -1.397
H -0.252 0.834 -1.026
H 0.608 -0.402 -0.287
H 0.918 -1.300 -2.925
H 1.597 1.989 -1.862
H -0.040 0.062 -3.275
H -0.675 -1.295 -2.262
H 2.280 1.143 -0.430
H 2.555 0.629 -2.084
*
```

E_HOMO, eV: -11.065
Structure (SMILES): CCC.CC


No. 10
C4H8N2O as an isolated structure at a distorted geometry. Source: the OMol25 dataset; level of theory: wB97M-V/def2-TZVPD.

Structure (ORCA input):
```
! RIJCOSX wB97M-V def2-TZVPD def2/J DEFGRID3
* xyz 0 1
C -1.944 -0.158 0.893
C 1.670 -0.053 0.169
C -0.778 0.500 0.134
N 2.533 -0.159 -0.811
N -0.361 -0.441 -0.986
C 0.910 0.348 1.094
O -0.943 1.694 -0.230
H 3.053 -1.015 -0.947
H 2.538 0.548 -1.539
H -0.978 -1.218 -1.197
H -0.160 0.109 -1.815
H 1.216 0.779 2.030
H -2.823 -0.225 0.249
H -1.705 -1.173 1.218
H -2.227 0.466 1.739
*
```

E_HOMO, eV: -8.225


No. 11
One molecule with the formula C4H8O2. Source: the OMol25 dataset; level of theory: wB97M-V/def2-TZVPD.

Structure (ORCA input):
```
! RIJCOSX wB97M-V def2-TZVPD def2/J DEFGRID3
* xyz 0 1
C 2.027 -0.118 -0.015
O 0.922 -0.281 -0.891
C -0.446 -0.018 -0.533
C -1.428 -0.957 0.261
C -0.625 1.359 0.089
O -1.614 1.640 0.724
H 2.938 -0.322 -0.599
H 2.149 0.900 0.387
H 1.991 -0.832 0.812
H -0.877 0.001 -1.542
H -1.572 -1.926 -0.216
H -1.223 -1.087 1.330
H -2.419 -0.471 0.246
H 0.176 2.112 -0.054
*
```

E_HOMO, eV: -9.676
Structure (SMILES): CO[C@@H](C)C=O